Formula: C23H23F5O2
Source: OMol25
Level of theory: ωB97M-V/def2-TZVPD

Output
lowest unoccupied orbital energy = -0.97 eV
highest occupied orbital energy = -8.171 eV
SMILES = C=CC[C@@H]1C[C@H](CCC(F)=C(F)F)C(=O)O1.Fc1ccccc1.Fc1ccccc1
gap between HOMO and LUMO = 7.200 eV

The geometry in ORCA input format:
```
! wB97M-V def2-TZVPD RIJCOSX def2/J DEFGRID3
* xyz 0 1
C -3.47378 2.75935 -0.33667
C -2.53680 1.85959 0.44803
C -2.13214 0.43920 -0.33255
C -1.84134 -0.80228 0.74707
C -0.23801 -1.27959 0.76230
C -0.39710 -2.57016 -0.23128
C 0.88649 -3.18625 -1.03180
C 2.30248 -2.39059 -0.82420
C 2.31127 -0.87323 -1.44847
F 2.91754 0.23366 -0.61765
C 1.72144 -0.46843 -2.76888
F 1.97492 -1.15514 -4.06389
F 0.78129 0.70986 -2.77546
C -1.83181 -2.33792 -1.02994
O -2.14382 -2.47044 -2.32298
O -2.67840 -1.87797 0.12034
H -3.18700 3.89114 -0.53512
H -4.44767 2.24931 -0.76667
H -2.13783 2.10033 1.52211
H -3.11489 0.14624 -0.93946
H -1.21193 0.56987 -1.05465
H -2.26058 -0.33893 1.76070
H 0.13742 -1.52003 1.85834
H 0.27787 -0.29676 0.39218
H -0.70144 -3.43285 0.53385
H 0.55925 -3.31888 -2.16503
H 1.05888 -4.28805 -0.60727
H 3.12171 -3.00449 -1.43787
H 2.66513 -2.45064 0.30742
F -3.73353 0.91442 3.10894
C -4.06006 0.23506 4.21640
C -4.70345 -0.99233 4.10142
C -5.03902 -1.70243 5.25413
C -4.73685 -1.17145 6.51053
C -4.09544 0.06365 6.61562
C -3.75005 0.76815 5.46261
H -4.93762 -1.38505 3.11736
H -5.53521 -2.66651 5.17481
H -5.00277 -1.72357 7.40943
H -3.86497 0.47681 7.59464
H -3.24317 1.72534 5.52577
F 7.84711 3.58234 -3.25897
C 6.69587 2.98580 -3.59573
C 6.46389 2.64699 -4.92428
C 5.26753 2.02120 -5.27457
C 4.31090 1.75084 -4.29297
C 4.55094 2.09936 -2.96299
C 5.75197 2.71493 -2.61136
H 7.21498 2.87236 -5.67430
H 5.07984 1.74524 -6.30925
H 3.37604 1.26677 -4.56734
H 3.80318 1.89165 -2.20141
H 5.95873 2.98451 -1.58097
*
```